ORCA calculation (ωB97M-V/def2-TZVPD) on C3H5N3 in the gas phase.

XYZ file:
```
11
Properties=species:S:1:pos:R:3:forces:R:3
C -1.375 0.697 0.077 0.22 -1.01 1.05
N 0.579 0.813 -1.318 1.19 -0.27 -0.43
C 0.905 -0.045 -0.530 0.23 0.89 -1.19
N -0.193 -0.397 0.576 -0.93 0.82 -0.37
C 2.125 -0.811 -0.417 0.94 -0.58 0.06
N 3.149 -1.354 -0.438 -1.03 0.42 0.17
H -1.073 1.759 0.130 0.40 -1.04 0.36
H -1.752 0.561 -0.955 0.72 -0.62 0.81
H -2.133 0.466 0.802 -0.57 0.04 0.34
H -0.431 -1.407 0.542 -0.50 0.81 -0.27
H 0.198 -0.282 1.531 -0.68 0.54 -0.54
```
Positions in Å, forces in eV/Å.

Computed properties:
Multiplicity   1
Max |F|   1.506 eV Å⁻¹
E_LUMO   0.2 eV
Relative energy (zero: lowest compared OMol25 entry of this formula, charge and spin)   90.0 kcal per mole
Kohn-Sham gap   8.440 eV
HOMO   -8.2 eV
DFT total energy   -281.44657 Eh

=====

ORCA calculation (ωB97M-V/def2-TZVPD) on a molecular structure, C25H28GeN2O3Ti.

XYZ file:
```
60
Properties=species:S:1:pos:R:3:forces:R:3
Ti 0.323 -0.207 -0.057 -0.02 -0.33 0.57
C 0.263 -0.299 -3.055 -0.17 0.33 0.01
C -0.467 0.505 -1.990 -0.14 -0.30 -0.88
C -1.887 0.010 -1.654 0.06 0.06 0.22
C -2.874 1.130 -1.464 0.09 0.12 -0.04
C -2.476 2.388 -1.210 -0.38 -0.25 -0.06
C -1.097 2.780 -1.324 0.54 0.10 -0.29
C -0.192 1.884 -1.830 -0.34 0.48 -0.15
H 0.230 -1.372 -2.828 0.07 -0.03 -0.08
H 1.310 0.006 -3.131 0.02 -0.05 0.01
H -0.198 -0.169 -4.049 0.01 -0.10 -0.03
H -2.246 -0.641 -2.469 0.00 0.02 0.01
H -3.928 0.864 -1.486 -0.02 0.06 0.06
H -3.219 3.150 -0.990 0.01 0.00 0.02
H -0.797 3.799 -1.112 -0.02 -0.01 0.00
H 0.783 2.253 -2.142 0.10 -0.06 0.19
O 2.785 4.234 1.247 -0.09 -0.24 -0.11
C 3.492 3.832 0.174 -0.34 -0.26 0.24
C 4.485 4.677 -0.299 0.34 0.15 -0.24
C 5.261 4.330 -1.400 -0.26 -0.09 0.19
C 5.035 3.114 -2.034 0.26 0.11 -0.20
C 4.049 2.264 -1.570 -0.28 -0.08 0.29
C 3.253 2.585 -0.462 0.58 0.49 -0.48
C 2.226 1.656 -0.017 -0.60 -0.07 1.10
O 2.071 0.493 -0.602 1.11 0.77 -0.33
N 1.479 2.005 1.020 0.76 0.23 -0.34
N 0.583 1.028 1.319 -0.28 0.14 -1.01
C -0.032 0.927 2.532 -0.21 -0.36 1.24
C -0.420 -0.344 3.022 0.74 0.58 -0.42
C -1.107 -0.459 4.258 -0.13 -0.16 0.12
C -1.347 -1.677 4.871 0.05 0.12 -0.13
C -0.912 -2.851 4.271 -0.08 -0.26 0.26
C -0.268 -2.778 3.031 0.09 0.30 -0.38
C -0.044 -1.580 2.361 -0.35 -0.55 1.18
O 0.574 -1.604 1.165 0.05 -0.57 0.07
H 2.113 3.501 1.431 0.08 0.07 -0.05
H 4.644 5.618 0.213 -0.05 -0.01 0.03
H 6.026 5.008 -1.758 0.02 0.00 0.00
H 5.628 2.837 -2.898 -0.02 -0.03 0.02
H 3.865 1.311 -2.050 -0.04 0.01 -0.01
H -0.089 1.794 3.183 -0.10 0.09 -0.19
H -1.425 0.462 4.738 0.01 0.00 0.02
H -1.876 -1.710 5.820 0.02 0.02 0.02
H -1.070 -3.813 4.748 -0.04 0.01 -0.04
H 0.075 -3.691 2.553 0.01 0.03 -0.06
C -3.048 -3.157 -2.150 0.10 0.27 0.17
Ge -1.991 -2.690 -0.495 -0.39 -0.57 -0.03
C -0.408 -3.890 -0.696 -0.02 0.24 0.06
C -3.096 -3.465 0.975 0.21 0.28 -0.13
C -1.694 -0.774 -0.333 -0.97 -0.59 -0.44
H -3.374 -4.200 -2.121 0.06 -0.02 0.07
H -2.454 -3.006 -3.054 0.00 -0.01 0.01
H -3.935 -2.522 -2.224 0.00 -0.01 -0.01
H -0.697 -4.944 -0.666 -0.13 0.03 -0.05
H 0.299 -3.691 0.107 0.00 0.00 0.01
H 0.100 -3.701 -1.647 -0.03 0.00 -0.01
H -3.221 -4.545 0.862 0.04 0.00 -0.06
H -4.083 -2.996 0.978 0.01 0.00 -0.03
H -2.619 -3.261 1.934 -0.02 -0.02 0.02
H -2.361 -0.405 0.456 0.08 -0.07 0.10
```
Positions in Å, forces in eV/Å.

Computed properties:
Multiplicity   1
Max |F|   1.395 eV Å⁻¹
E_LUMO (spin up / spin down)   4.8 / 4.8 eV
Net charge   -2
Relative energy (zero: lowest compared OMol25 entry of this formula, charge and spin)   0.0 kcal per mole
Kohn-Sham gap (spin up / spin down)   3.483 / 3.478 eV
HOMO (spin up / spin down)   1.3 / 1.3 eV
DFT total energy   -4231.02965 Eh